No. 1
89
Properties=species:S:1:pos:R:3:mulliken_charge:R:1 method="wB97M-V/def2-TZVPD" de_lowest_kcal_mol=55.6 smiles="NC(N)=O.CCO.CCO.CCO.CCO.CCO.CCO.CCO.CO.CO.CO" charge=0
N -2.5647 -1.2116 1.9116 0.17
C -2.9677 -0.7966 3.0516 0.53
N -2.3117 -1.2156 4.0656 -0.27
O -4.1577 -0.0916 3.2346 -0.78
H -3.1007 -0.7586 1.2026 -0.37
H -1.7337 -1.8276 1.7986 0.05
H -2.5357 -0.6666 4.9976 0.34
H -1.4007 -1.6156 4.0496 0.02
C 3.4723 -1.8286 0.7336 -0.15
C 4.7883 -1.6366 0.0246 -0.84
O 5.4633 -2.8156 -0.1984 -0.51
H 2.6673 -2.2146 0.0436 -0.17
H 3.2463 -0.8166 0.9516 0.29
H 3.6933 -2.3136 1.7006 0.48
H 5.4013 -0.8096 0.4626 0.36
H 4.6263 -1.1946 -0.9794 0.27
H 6.2263 -2.6446 -0.7004 0.33
C -1.8927 4.9004 -0.4554 -1.01
C -0.9637 4.1094 -1.3694 0.71
O -0.8937 4.8914 -2.4964 -0.63
H -2.1347 4.2344 0.3406 0.14
H -2.9007 5.0934 -0.8584 0.31
H -1.4537 5.7874 0.0386 0.33
H -1.3717 3.1484 -1.6814 -0.22
H 0.0603 3.9124 -1.0694 0.05
H -1.5917 4.7524 -3.1114 0.36
C -3.8987 2.2034 0.2786 -0.50
C -4.1607 0.7574 -0.2514 -0.82
O -3.0767 0.4294 -1.0424 -0.39
H -2.9727 2.3884 0.8276 -0.30
H -4.7077 2.4934 0.9656 0.43
H -3.9257 2.8424 -0.5764 0.49
H -4.9887 0.7964 -1.0114 0.28
H -4.4027 0.0754 0.5216 0.72
H -2.9487 1.1604 -1.6304 0.19
C 0.7003 -2.4306 4.8396 -1.60
C 1.4473 -1.6756 3.8096 0.37
O 0.8063 -0.5046 3.3956 -0.44
H 0.4533 -1.6986 5.6536 0.35
H 1.4523 -3.1166 5.2816 0.45
H -0.1527 -3.0466 4.5466 0.31
H 1.7713 -2.2806 2.8816 -0.22
H 2.4003 -1.4376 4.1446 0.60
H 0.8583 -0.4926 2.4376 0.03
C 0.5483 0.6934 -4.9684 -0.91
C -0.5417 1.5384 -4.4274 0.45
O -0.3807 2.8354 -4.9444 -0.62
H 0.5413 -0.3516 -4.6764 -0.06
H 1.4013 1.2074 -4.7614 0.34
H 0.5053 0.6974 -6.0594 0.47
H -0.5457 1.4574 -3.3384 -0.39
H -1.4417 1.2154 -4.8634 0.43
H -0.0297 3.4134 -4.2604 0.35
C -1.1277 -2.7866 -0.5444 -1.07
C -0.2407 -3.5316 0.5146 -0.22
O -0.7017 -3.4516 1.8316 -0.48
H -2.1117 -2.9706 -0.3404 0.55
H -0.8027 -2.9316 -1.5074 0.52
H -0.9767 -1.7296 -0.4574 -0.05
H 0.7863 -3.2036 0.5446 -0.07
H -0.3397 -4.5876 0.2316 0.38
H -1.5607 -3.9456 1.8536 0.37
C 1.6533 -3.2976 -2.8394 -1.28
C 2.1053 -1.9076 -2.9154 0.38
O 1.1963 -1.1686 -2.1694 -0.28
H 2.5403 -3.9506 -3.1254 0.40
H 0.8803 -3.3976 -3.6504 0.32
H 1.4653 -3.6016 -1.8424 0.13
H 2.1723 -1.4886 -3.9534 0.52
H 3.0313 -1.7786 -2.3134 -0.25
H 1.4993 -0.2236 -2.2124 -0.15
C -1.2137 2.1554 3.5036 -0.01
O -0.1687 1.5864 4.3636 -0.69
H -2.2557 1.8084 3.7526 0.26
H -0.9357 1.6214 2.5686 -0.49
H -1.2007 3.2054 3.2266 0.42
H 0.1863 0.7034 4.0976 0.63
C 2.8303 1.4544 -0.9624 -0.82
O 1.9553 1.4114 -2.0594 -0.46
H 3.5813 2.0424 -1.4044 0.67
H 3.2383 0.4424 -0.8314 0.01
H 2.4603 1.8574 -0.0514 0.18
H 2.0433 2.2594 -2.5214 0.34
C -0.2257 0.9254 0.1636 -0.04
O 0.4993 -0.1636 0.6256 1.30
H -0.3747 0.8904 -0.9444 -0.35
H 0.1573 1.9884 0.5596 0.17
H -1.2197 0.7904 0.5496 -0.06
H 0.7933 -0.5716 -0.2034 -0.56


No. 2
87
Properties=species:S:1:pos:R:3:mulliken_charge:R:1 method="wB97M-V/def2-TZVPD" de_lowest_kcal_mol=89.4 smiles=CCO.CCO.CCO.CCO.CCO.CCO.CCO.CCO.CCO.O.O charge=0
C -3.8236 1.4496 -0.8806 -0.68
C -5.1940 1.0222 -1.2557 -0.28
O -5.8610 0.9521 -0.0536 -0.51
H -3.6827 2.4072 -0.3793 0.36
H -3.2335 1.4588 -1.7970 0.26
H -3.3244 0.6470 -0.3377 0.01
H -5.2822 0.0549 -1.7504 0.20
H -5.6593 1.7564 -1.9134 0.34
H -6.7954 1.1175 -0.1995 0.29
C 1.1871 4.2115 1.7991 -1.29
C 0.1001 3.8166 0.8774 1.48
O -0.4197 4.9403 0.1481 -0.62
H 0.7950 4.7053 2.6882 0.32
H 1.9865 4.8534 1.4290 0.35
H 1.7001 3.3259 2.1742 0.29
H -0.6652 3.3639 1.5077 -0.26
H 0.4875 3.0784 0.1752 -0.63
H 0.2457 5.2959 -0.4456 0.34
C 1.1938 -4.8704 0.5511 -0.91
C 0.6752 -5.0179 -0.8293 0.19
O 0.0415 -6.2581 -1.0511 -0.58
H 1.8656 -5.6420 0.9272 0.36
H 0.3694 -4.8293 1.2630 0.22
H 1.7338 -3.9356 0.7014 0.16
H 1.5203 -5.0063 -1.5176 0.16
H 0.0293 -4.1910 -1.1245 0.07
H -0.8556 -6.2462 -0.7095 0.32
C -2.0632 2.0924 5.2492 -1.26
C -1.2803 2.4136 4.0273 -0.09
O -1.8061 1.6828 2.9697 -0.43
H -3.1135 2.1673 4.9673 0.36
H -1.8992 2.6819 6.1513 0.38
H -1.9660 1.0656 5.6016 0.28
H -0.2256 2.1498 4.1053 0.25
H -1.4326 3.4452 3.7100 0.28
H -2.7370 1.9158 2.9977 0.19
C 2.9678 2.6562 -1.3175 -0.28
C 4.0402 3.5145 -1.8624 -0.56
O 3.8042 4.8395 -1.4951 -0.51
H 3.1966 1.6071 -1.5050 0.06
H 1.9979 2.8467 -1.7769 0.30
H 2.9146 2.7290 -0.2313 0.05
H 4.1729 3.5179 -2.9442 0.27
H 5.0357 3.3260 -1.4604 0.36
H 4.6677 5.2560 -1.4455 0.30
C -0.5960 -2.5402 3.7477 -0.82
C -1.9713 -1.8614 3.7470 0.48
O -2.8682 -2.6977 3.0628 -0.59
H 0.0654 -1.9524 4.3841 0.35
H -0.1437 -2.6703 2.7645 -0.10
H -0.6240 -3.5460 4.1669 0.39
H -2.0012 -0.8813 3.2711 -0.28
H -2.3187 -1.7283 4.7716 0.28
H -3.1453 -2.2829 2.2426 0.34
C 1.9815 -2.4487 -4.0603 -0.96
C 2.8049 -1.3559 -3.3923 0.18
O 3.7236 -1.9072 -2.5043 -0.55
H 1.0860 -2.1628 -4.6120 0.29
H 1.6988 -3.1795 -3.3026 0.09
H 2.5262 -2.8500 -4.9150 0.40
H 2.1973 -0.6631 -2.8099 -0.11
H 3.3562 -0.6820 -4.0481 0.49
H 4.4376 -2.1797 -3.0853 0.28
C 0.8251 -0.7157 -0.3763 0.32
C -0.2807 0.0538 0.3457 -0.32
O 0.2771 0.5574 1.5240 0.27
H 1.5442 -0.1111 -0.9289 -0.87
H 0.4173 -1.3834 -1.1352 0.12
H 1.2773 -1.3513 0.3851 0.16
H -1.2204 -0.4665 0.5311 0.17
H -0.4853 0.9115 -0.2950 0.42
H -0.3539 1.1871 1.8801 -0.34
C -1.2320 -1.2187 -3.1060 -0.23
C -2.4741 -0.9988 -4.0164 -0.55
O -3.5370 -1.6989 -3.5264 -0.56
H -1.4188 -0.7709 -2.1299 -0.11
H -0.3323 -0.7263 -3.4750 0.18
H -1.0433 -2.2797 -2.9424 0.24
H -2.2376 -1.3732 -5.0124 0.40
H -2.6838 0.0707 -4.0295 0.32
H -4.2922 -1.4638 -4.0705 0.32
O 4.2223 -0.9554 0.1918 -0.62
H 4.0616 -1.0874 -0.7425 0.31
H 4.7537 -1.7077 0.4525 0.26
O 3.0174 0.5108 2.0176 -0.72
H 2.1148 0.1941 1.9822 0.29
H 3.4630 0.0453 1.3097 0.47


No. 3
98
Properties=species:S:1:pos:R:3:mulliken_charge:R:1 method="wB97M-V/def2-TZVPD" charge=-1 multiplicity=2 total_energy_ev=-56127.371
C 2.2811 2.6627 1.1546 -0.31
O 3.3967 1.9111 0.5800 -0.59
H 1.9958 3.5140 0.5365 0.30
H 1.3570 2.1241 1.3640 -0.23
H 2.5705 3.0032 2.1487 0.45
H 3.3463 0.9841 0.8244 0.25
C -3.4829 -1.5977 -2.1248 -0.10
O -3.0746 -2.0609 -3.3378 -0.52
H -4.3075 -2.2108 -1.7612 0.34
H -2.6576 -1.8402 -1.4553 -0.21
H -3.5083 -0.5089 -2.0816 0.13
H -2.7246 -1.3155 -3.8311 0.23
C -0.1834 -0.2695 -0.1144 1.14
O 0.1387 -1.3988 0.3577 -0.23
N -0.7274 0.7400 0.5083 0.63
N -0.0028 0.1279 -1.3464 0.23
H -0.7935 0.5556 1.4991 -0.99
H -1.0868 1.5336 -0.0027 -0.52
H -0.2548 1.0899 -1.5230 0.09
H -0.0526 -0.5639 -2.0806 -0.47
C -5.2835 0.2557 0.7028 0.49
O -6.1337 -0.3254 1.2894 -0.71
N -5.4860 1.0336 -0.2798 -0.44
N -4.0336 0.2590 1.0406 -0.02
H -4.7745 1.3314 -0.9319 0.15
H -6.4553 1.0726 -0.5610 0.30
H -3.7077 -0.5257 1.5866 -0.02
H -3.4156 0.9320 0.6102 0.02
C -0.7590 4.6478 2.0479 0.57
O -0.1614 5.4763 1.3504 -0.72
N -0.8711 4.8895 3.3450 -0.40
N -1.5438 3.6882 1.6748 -0.24
H -0.6062 5.8075 3.6724 0.25
H -1.3539 4.2254 3.9331 0.13
H -1.3708 3.4499 0.7087 -0.45
H -2.1031 3.1657 2.3339 0.20
C -2.0998 -0.7574 3.4385 0.69
O -1.9885 0.4010 3.2748 -0.53
N -2.9838 -1.3828 4.1542 -0.47
N -1.3850 -1.6882 2.8726 -0.23
H -3.6222 -0.8237 4.7019 0.28
H -2.5990 -2.2679 4.4520 0.20
H -1.7854 -2.5980 2.6937 0.26
H -0.7079 -1.4603 2.1587 -0.33
C 3.2003 -2.8780 2.7073 -0.92
C 3.8205 -1.9317 1.6082 -0.32
O 2.8494 -0.9036 1.5490 0.13
H 3.8596 -3.7033 2.9764 0.41
H 2.3102 -3.3296 2.2694 0.19
H 2.8054 -2.3613 3.5820 0.04
H 3.9531 -2.5376 0.7119 0.23
H 4.7135 -1.4338 1.9861 0.34
H 2.0027 -1.2303 1.2361 -0.13
C 0.1395 -4.0131 -2.0962 -0.39
C 0.6453 -4.7841 -0.8815 -0.20
O -0.4059 -4.4116 0.0223 -0.62
H 0.9512 -4.0996 -2.8185 0.38
H -0.1444 -2.9794 -1.8986 -0.26
H -0.7389 -4.5290 -2.4839 0.33
H 1.6163 -4.4071 -0.5606 0.02
H 0.8349 -5.8566 -0.9241 0.37
H -0.2783 -3.4610 0.0616 0.20
C -1.2972 -0.6511 -6.1914 -1.22
C -0.5391 0.2197 -5.2120 -0.71
O -0.5367 -0.6312 -4.1385 0.40
H -0.6835 -1.5465 -6.2899 0.32
H -1.2597 -0.2410 -7.2005 0.38
H -2.2733 -1.0480 -5.9123 0.28
H -1.1080 1.1308 -5.0264 0.13
H 0.4478 0.4996 -5.5805 0.31
H -0.0408 -1.4119 -4.3958 0.06
C 1.1014 -0.1102 4.6676 -0.71
C 2.3321 0.4193 5.3920 -0.42
O 2.5009 -0.3522 6.5772 -0.57
H 1.0349 0.3279 3.6717 0.01
H 0.1517 0.1242 5.1484 0.51
H 1.0949 -1.1980 4.5979 0.31
H 2.3247 1.4837 5.6265 0.38
H 3.1868 0.2033 4.7509 0.20
H 3.2580 -0.1908 7.1449 0.29
C 0.0015 3.1327 -2.7960 -1.13
C -0.5845 3.4649 -1.3606 -0.16
O -1.6544 2.4948 -1.2331 3.15
H 0.3615 2.1040 -2.8151 -0.13
H 0.9373 3.6511 -3.0047 0.49
H -0.7342 3.1666 -3.5995 0.54
H -0.9832 4.4786 -1.4004 0.51
H 0.2212 3.5034 -0.6275 -0.30
H -2.1950 2.7634 -1.9796 -2.29
C 3.3785 -0.5589 -2.0633 -0.04
C 4.1530 0.0380 -3.2508 -0.59
O 5.2233 -0.6639 -3.6105 -0.53
H 2.6254 -1.3467 -2.0801 0.20
H 2.7471 0.1851 -1.5775 -0.07
H 4.1118 -0.7998 -1.2937 0.12
H 4.5196 1.0459 -3.0562 0.30
H 3.4854 0.1143 -4.1090 0.26
H 5.5580 -0.2366 -4.4023 0.33